[1]
Density functional theory data (ωB97M-V/def2-TZVPD) for the molecule C5H11NO2 at a distorted geometry.

Geometry as ORCA input:
```
! wB97M-V def2-TZVPD RIJCOSX def2/J DEFGRID3
* xyz 0 1
C -2.464 -0.592 -0.737
C -1.092 -0.052 -0.972
C -0.787 0.797 0.420
C 0.852 0.909 0.589
C 1.454 -0.391 1.021
O 2.725 -0.520 0.440
O 0.914 -1.220 1.702
N -1.223 1.027 -2.068
H -2.424 -1.666 -0.430
H -2.941 -0.280 0.183
H -3.136 -0.515 -1.671
H -0.284 -0.761 -1.140
H -1.251 1.740 0.469
H -1.334 0.319 1.273
H 0.905 1.585 1.470
H 1.248 1.519 -0.237
H 3.297 -1.317 0.699
H -2.055 0.952 -2.566
H -0.352 1.123 -2.637
*
```

Properties
- molecular weight (g mol⁻¹) = 117.15
- ΔE to the lowest compared entry with this formula, charge and spin (kJ/mol) = 176.9
- structure (SMILES) = C[C@@H](N)CCC(=O)O
- HOMO level (hartree) = -0.3295


[2]
Density functional theory data (ωB97M-V/def2-TZVPD) for a cluster of 3 separate species, C3H9NO4 in total at a distorted geometry.

Geometry as ORCA input:
```
! wB97M-V def2-TZVPD RIJCOSX def2/J DEFGRID3
* xyz 0 1
O 2.289 -1.185 -1.311
C 1.185 -0.699 -1.158
N 1.039 0.597 -1.703
C -0.037 1.394 -1.415
O -0.173 2.433 -2.030
C 0.023 -1.362 -0.482
H 1.784 0.849 -2.333
H -0.813 1.073 -0.694
H -0.290 -0.835 0.401
H -0.759 -1.507 -1.227
H 0.368 -2.321 -0.092
H -2.579 -1.341 1.287
H -2.018 -0.985 2.683
O -1.793 -1.062 1.765
H 0.322 1.252 1.467
H 0.558 2.238 2.635
O 0.895 1.462 2.207
*
```

Properties
- molecular weight (g mol⁻¹) = 123.11
- ΔE to the lowest compared entry with this formula, charge and spin (kJ/mol) = 25.6
- structure (SMILES) = CC(=O)NC=O.O.O
- HOMO level (hartree) = -0.3704


[3]
Density functional theory data (ωB97M-V/def2-TZVPD) for a structure of composition C8H9N at a distorted geometry.

Geometry as ORCA input:
```
! wB97M-V def2-TZVPD RIJCOSX def2/J DEFGRID3
* xyz 0 1
C -1.760 1.312 0.586
C 0.442 -1.298 -0.071
C -0.322 0.943 0.714
C -0.493 -0.233 0.134
C -2.014 0.071 0.029
C 1.696 -0.916 0.115
C -3.210 -0.737 -0.211
C 3.591 0.466 -0.362
N 2.844 -0.564 0.241
H -2.339 2.239 0.735
H 0.160 -2.186 -0.682
H -3.265 -1.494 0.536
H -3.916 0.019 -0.091
H -3.308 -1.152 -1.183
H 3.909 0.011 -1.266
H 2.959 1.297 -0.540
H 4.433 0.638 0.283
H 0.591 1.584 1.034
*
```

Properties
- molecular weight (g mol⁻¹) = 119.17
- ΔE to the lowest compared entry with this formula, charge and spin (kJ/mol) = 545.5
- HOMO level (spin up / spin down) (hartree) = -0.2423 / -0.2308


[4]
Density functional theory data (ωB97M-V/def2-TZVPD) for a structure of composition C4H8O.

Geometry as ORCA input:
```
! wB97M-V def2-TZVPD RIJCOSX def2/J DEFGRID3
* xyz 0 1
C -0.351 -0.914 -2.229
C -0.343 -0.247 0.935
C 0.861 0.329 0.903
C 0.328 1.272 1.954
O -0.944 0.552 1.885
H -0.199 -1.753 -1.544
H -1.411 -0.650 -2.270
H -0.002 -1.182 -3.228
H -0.891 -1.057 0.461
H 1.793 0.205 0.369
H 0.221 -0.062 -1.872
H 0.185 2.320 1.676
H 0.752 1.187 2.959
*
```

Properties
- molecular weight (g mol⁻¹) = 72.11
- ΔE to the lowest compared entry with this formula, charge and spin (kJ/mol) = 224.8
- HOMO level (hartree) = -0.3285